The ion C6H11N with charge -1, computed with ωB97M-V with the def2-TZVPD basis set.

The spin multiplicity is 2. The expectation value of S² is 0.7606. Its gap between HOMO and LUMO (alpha / beta) is 4.00 / 6.32 eV. The value obtained for the energy above the lowest of the compared OMol25 structures with the same formula, charge and spin is 12.2 kcal per mole. The calculation puts the maximum force at 0.0279 hartree/bohr. As for the total charge: -1.

Atoms and positions in Å:
C: -2.630793 -0.245240 1.612628
N: 0.286071 0.373019 1.670075
C: -0.369758 0.017731 0.455279
C: -1.676183 -0.352695 0.431470
C: 2.387521 -0.304603 -2.224841
C: 1.831976 -0.097539 -0.851512
C: 0.428377 0.137935 -0.744361
H: -3.187222 -1.166218 1.781533
H: -2.116308 -0.039438 2.552506
H: -3.314468 0.607262 1.458564
H: -0.341874 0.622836 2.420180
H: 0.863234 1.184182 1.488529
H: -2.226880 -0.503202 -0.492531
H: 3.421267 0.054418 -2.323451
H: 2.457820 -1.351164 -2.530830
H: 1.808999 0.188278 -3.026235
H: 2.490515 0.331999 -0.090686
H: -0.112292 0.542439 -1.586317

Cartesian forces (eV/Å) of the 3 atoms listed first:
C 0.6 0.5 -0.3
N 0.3 -0.1 0.2
C 0.2 0.7 -0.9



A cluster of 2 separate species, C4H11INO in total, computed with ωB97M-V with the def2-TZVPD basis set.

Its gap between HOMO and LUMO is 6.70 eV. The value obtained for the energy above the lowest of the compared OMol25 structures with the same formula, charge and spin is 9.0 kcal per mole. The calculation puts the maximum force at 0.0410 hartree/bohr. As for the total charge: -1.

Atoms and positions in Å:
I: 13.380129 -11.437784 13.026266
C: 11.462422 -10.742738 16.679231
C: 12.619684 -11.084347 17.620428
C: 12.492780 -12.551306 18.056290
O: 11.350915 -12.948521 18.783543
C: 11.264855 -12.379451 20.073065
N: 13.880059 -10.987610 16.880711
H: 11.549794 -9.740198 16.256788
H: 10.490540 -10.701420 17.207535
H: 11.215526 -11.442629 15.881258
H: 12.627147 -10.384499 18.454930
H: 13.352795 -12.769677 18.715769
H: 12.692727 -13.189643 17.196587
H: 10.381153 -12.859906 20.491144
H: 11.122096 -11.295336 20.009664
H: 12.166956 -12.590269 20.660431
H: 14.251553 -10.042557 16.909703
H: 13.751045 -11.103597 15.872381

Cartesian forces (eV/Å) of the 3 atoms listed first:
I 0.0 0.0 0.1
C -1.8 0.7 0.8
C -0.7 -0.5 -1.9



A cluster of 9 separate species, C36H58O25S2 in total, computed with ωB97M-V with the def2-TZVPD basis set.

Its gap between HOMO and LUMO is 9.25 eV. The value obtained for the energy above the lowest of the compared OMol25 structures with the same formula, charge and spin is 299.6 kcal per mole. The calculation puts the maximum force at 0.2288 hartree/bohr.

Atoms and positions in Å:
C: -1.360146 1.576762 -5.935395
C: -1.347819 0.262771 -5.106171
C: -0.759022 0.262521 -3.691070
O: -1.899208 -0.159713 -2.848082
C: -2.882522 -0.401275 -3.796413
O: -3.844830 -0.962354 -3.319593
O: -2.617751 -0.185492 -4.980750
H: -1.878866 2.357854 -5.409328
H: -1.940675 1.363668 -6.993108
H: -0.264290 1.995984 -6.067468
H: -0.774438 -0.475976 -5.986827
H: -0.419238 1.453490 -3.336244
H: 0.127904 -0.140932 -3.504893
C: -5.798226 0.631031 -1.527843
C: -6.483020 1.664458 -0.509746
C: -5.717696 2.968376 -0.095456
O: -6.640768 4.045478 -0.276008
C: -7.726204 3.566760 -0.858710
O: -8.750111 4.176078 -1.120284
O: -7.644166 2.263469 -1.064109
H: -6.418775 -0.241944 -1.640137
H: -4.951845 0.339627 -0.843363
H: -5.198132 1.205966 -2.290521
H: -6.439659 0.835996 0.281761
H: -4.801250 3.026450 -0.731698
H: -5.441998 2.872181 0.817628
C: -0.874831 2.792004 3.518692
C: -2.429829 2.940402 3.141183
C: -3.308127 1.836733 3.626027
O: -3.767147 2.438156 4.758990
C: -3.554018 3.666545 4.897187
O: -3.955741 4.388945 5.760411
O: -2.884498 4.026062 3.841941
H: -0.796480 2.774429 4.582559
H: -0.308962 3.570932 3.124381
H: -0.847125 1.744660 3.086267
H: -2.477466 3.136222 2.093074
H: -2.763570 0.839290 3.776646
H: -4.194387 1.788114 2.963906
C: -0.701769 -3.532300 -3.132708
C: -0.430426 -4.499424 -1.958638
C: -1.291924 -5.790555 -1.962991
O: -0.358956 -6.796760 -1.525167
C: 0.834871 -6.363577 -1.887076
O: 1.840144 -6.991232 -1.957654
O: 0.913426 -4.999016 -2.124165
H: -0.077107 -2.764656 -3.013029
H: -1.579900 -3.090222 -3.164610
H: -0.664711 -3.844460 -4.234596
H: -0.415889 -3.981699 -1.043053
H: -1.814641 -6.005028 -2.905197
H: -2.299088 -5.385341 -1.236223
C: -5.562702 -4.698130 1.683480
C: -4.686910 -3.439022 2.133766
C: -4.179281 -2.540027 0.798799
O: -4.976371 -1.412793 0.897649
C: -5.711609 -1.353839 2.074925
O: -6.543820 -0.505404 2.430295
O: -5.528218 -2.490448 2.731944
H: -6.172288 -4.746351 0.767638
H: -6.285938 -5.297127 2.376681
H: -4.747102 -5.230503 1.681311
H: -3.653517 -3.601903 2.658790
H: -4.446245 -3.323034 -0.075815
H: -3.071606 -2.449061 0.749042
C: 1.572072 1.145325 0.362955
C: 0.593990 0.160036 -0.327531
C: 0.127325 -0.896036 0.635677
O: -1.180721 -0.512753 1.059280
C: -1.652246 0.482405 0.283199
O: -2.738978 0.934518 0.177331
O: -0.607645 0.863701 -0.563853
H: 2.571676 0.658384 0.358847
H: 1.343931 1.446748 1.437607
H: 1.544826 1.891789 -0.148957
H: 0.888668 -0.319254 -1.363388
H: 0.617329 -1.000399 1.459445
H: 0.069323 -1.965173 0.198239
C: 3.377737 -2.535057 2.395433
C: 3.041515 -2.388138 3.919584
C: 3.943527 -1.405400 4.544535
O: 3.154668 -0.240657 4.806170
C: 1.977059 -0.491820 4.358677
O: 1.142710 0.361015 4.479141
O: 1.805559 -1.706641 3.983214
H: 3.360125 -1.438192 1.940178
H: 2.547198 -3.034269 1.945733
H: 4.344077 -2.933448 2.043304
H: 3.115347 -3.489523 4.516852
H: 4.786161 -1.177697 3.869934
H: 4.372476 -1.672239 5.699561
C: 5.682158 0.982967 -4.294843
C: 5.786747 0.719344 -2.852127
C: 4.478910 1.034685 -2.201601
S: 3.281183 0.737089 -3.406596
O: 2.630508 2.041524 -3.624248
O: 2.493174 -0.411157 -3.053200
C: 4.358075 0.405304 -4.764164
H: 6.413849 0.839660 -5.081107
H: 5.724697 2.083145 -4.639930
H: 6.525621 1.318158 -2.150948
H: 6.212850 -0.356107 -2.847417
H: 4.403344 2.059307 -1.921724
H: 4.389267 0.388491 -1.325825
H: 3.889209 0.669669 -5.751207
H: 4.198005 -0.578373 -5.092955
C: 5.856415 3.197086 3.412506
C: 5.583116 4.047220 2.171866
C: 5.429992 3.112448 0.969206
S: 6.494897 1.746341 1.281203
O: 7.746187 2.002497 0.606525
O: 5.738268 0.570958 0.988902
C: 6.834559 1.994903 2.943970
H: 5.043179 2.639864 3.686110
H: 6.266688 3.774790 4.322710
H: 6.382860 4.743096 2.043017
H: 4.770551 4.594761 2.100675
H: 5.834646 3.567215 -0.062217
H: 4.373631 2.669818 0.854562
H: 7.926936 2.366021 3.157259
H: 6.779282 1.190237 3.359597

Cartesian forces (eV/Å) of the 3 atoms listed first:
C 0.9 -0.2 -1.7
C 4.7 0.0 -4.8
C -3.1 6.4 1.1



A structure of composition C29H27FN5O6SiTl, computed with ωB97M-V with the def2-TZVPD basis set.

Its gap between HOMO and LUMO is 5.89 eV. The value obtained for the energy above the lowest of the compared OMol25 structures with the same formula, charge and spin is 21.7 kcal per mole. The calculation puts the maximum force at 0.0233 hartree/bohr. As for the total charge: -2.

Atoms and positions in Å:
Tl: -0.320146 -0.728414 -0.839546
O: 2.550354 3.413486 -0.448146
C: 1.843154 4.292386 0.281254
C: 2.411554 5.525586 0.604754
C: 1.700154 6.449986 1.344854
C: 0.409754 6.163486 1.763154
C: -0.162346 4.946086 1.443854
C: 0.536154 3.993186 0.714554
C: -0.023846 2.641586 0.438854
O: 0.708654 1.801886 -0.161246
N: -1.264646 2.447186 0.854854
N: -1.682646 1.169086 0.734754
C: -2.904946 0.911486 1.018354
C: -3.391646 -0.444514 1.031654
C: -4.730946 -0.712814 1.356054
C: -5.169146 -2.020714 1.373454
C: -4.267446 -3.033414 1.073754
C: -2.959046 -2.675514 0.772754
N: -2.534046 -1.432514 0.762854
H: 1.963054 2.543586 -0.409146
H: 3.420654 5.733486 0.275654
H: 2.156154 7.400486 1.598754
H: -0.142146 6.888886 2.346854
H: -1.163446 4.694786 1.754854
H: -3.615246 1.707586 1.280354
H: -5.404246 0.102486 1.585454
H: -6.199846 -2.249814 1.620754
H: -4.578146 -4.067914 1.064054
H: -2.212146 -3.422514 0.540154
O: 0.970454 3.320886 -2.738346
C: 0.676254 2.020886 -2.922146
O: 1.463354 1.137086 -2.714946
C: -0.703046 1.817286 -3.446746
C: -1.347746 2.793486 -4.200746
C: -2.599446 2.493886 -4.718146
C: -3.148146 1.254686 -4.452646
C: -2.454446 0.362086 -3.631946
N: -1.257146 0.647786 -3.153846
C: -3.112946 -1.002014 -3.245746
O: -4.005146 -1.372214 -4.020346
O: -2.694946 -1.530014 -2.208146
H: 1.777654 3.386986 -2.181246
H: -0.875246 3.749686 -4.368746
H: -3.126846 3.220786 -5.325646
H: -4.102546 0.945486 -4.850346
C: 3.155054 -1.524614 3.199054
Si: 1.544954 -2.188714 2.349654
C: 0.984154 -3.643414 3.502354
C: 0.253154 -0.830314 2.638254
N: 1.645454 -2.528714 0.701454
C: 2.492054 -3.320014 0.051454
C: 3.445154 -4.182214 0.656054
C: 4.325454 -4.957014 -0.062446
C: 4.324654 -4.940214 -1.449246
C: 3.393754 -4.134614 -2.092946
C: 2.514754 -3.371514 -1.366546
F: 1.623654 -2.620814 -2.083846
H: 3.061954 -1.445714 4.280854
H: 3.378054 -0.532814 2.815954
H: 4.016254 -2.153614 2.987754
H: 1.053354 -3.389514 4.557554
H: 1.581454 -4.536514 3.339754
H: -0.050146 -3.903614 3.296354
H: 0.221154 -0.516014 3.680454
H: -0.734546 -1.177214 2.360454
H: 0.468654 0.041686 2.032654
H: 3.462454 -4.209914 1.735554
H: 5.034154 -5.591314 0.461754
H: 5.024254 -5.537314 -2.018446
H: 3.347054 -4.091314 -3.172746

Cartesian forces (eV/Å) of the 3 atoms listed first:
Tl 0.3 -0.5 -0.1
O 0.0 -0.4 0.0
C -0.2 0.2 0.1